Entry 1:
{"formula": "C15H31BN3O5PS3", "method": "ωB97M-V/def2-TZVPD", "largest_force_ev_per_a": 1.05, "homo_energy_ev": -8.58, "homo_lumo_gap_ev": 8.69, "smiles": "CCP(CC)[C@@H]1[C@H](CCCCN)[C@@](S)(N=C=S)OS(=O)(=O)[C@]1(COC)B(N)O", "e_lumo_ev": 0.10, "de_lowest_kcal_mol": 0.0, "species": ["C", "C", "P", "C", "C", "C", "C", "C", "C", "C", "C", "N", "C", "S", "N", "C", "S", "O", "S", "O", "O", "C", "C", "O", "C", "B", "N", "O", "H", "H", "H", "H", "H", "H", "H", "H", "H", "H", "H", "H", "H", "H", "H", "H", "H", "H", "H", "H", "H", "H", "H", "H", "H", "H", "H", "H", "H", "H", "H"], "xyz": [[-2.61749, -3.85931, 0.76694], [-1.62187, -3.08587, -0.11555], [-1.55507, -1.32232, 0.42313], [-0.97636, -1.52909, 2.16589], [0.34480, -2.30796, 2.34963], [-0.02896, -0.57727, -0.34876], [0.19496, 0.81454, 0.28585], [-0.85254, 1.86560, -0.11214], [-1.49149, 2.61544, 1.07717], [-0.96772, 4.04288, 1.33940], [-0.15240, 4.09347, 2.61685], [0.49953, 5.39749, 2.79079], [1.69239, 1.16584, 0.13358], [2.09922, 2.95391, 0.07811], [2.37110, 0.55740, 1.30387], [3.58072, 0.44057, 1.28966], [5.12558, 0.32711, 1.37752], [2.29971, 0.56176, -1.01088], [1.41745, 0.52529, -2.34905], [0.90036, 1.84540, -2.54613], [2.25351, -0.01962, -3.36316], [0.08187, -0.62622, -1.89596], [0.56309, -2.01612, -2.34690], [1.74541, -2.36550, -1.67051], [2.67307, -3.08196, -2.46114], [-1.18866, -0.26631, -2.82494], [-2.61418, -0.41242, -2.50755], [-0.86847, 0.09969, -4.08728], [-3.38411, -4.34365, 0.16709], [-3.13953, -3.19979, 1.45792], [-2.12236, -4.63566, 1.34381], [-0.62876, -3.53623, -0.08225], [-1.95094, -3.14899, -1.14954], [-0.91412, -0.54240, 2.61638], [-1.76883, -2.05056, 2.69534], [0.77068, -2.65859, 1.41169], [0.18434, -3.18631, 2.97197], [1.10612, -1.70890, 2.84346], [0.81241, -1.17507, 0.01033], [0.07583, 0.64597, 1.34955], [-1.67998, 1.35815, -0.60175], [-0.47030, 2.59197, -0.82152], [-2.56203, 2.68158, 0.89033], [-1.38159, 2.03772, 1.99733], [-0.36500, 4.38469, 0.49935], [-1.81149, 4.72217, 1.45323], [-0.82309, 3.93312, 3.46277], [0.58462, 3.28280, 2.61353], [0.75614, 5.79241, 1.89551], [1.32963, 5.31602, 3.36103], [2.54728, 3.05830, 1.33340], [-0.22361, -2.75313, -2.17517], [0.73064, -1.98532, -3.42554], [2.34805, -4.11215, -2.62927], [3.60689, -3.11132, -1.90567], [2.85670, -2.57866, -3.40991], [-2.84957, -1.39477, -2.39155], [-2.88189, 0.01884, -1.62913], [-1.65967, 0.46135, -4.51116]]}


Entry 2:
{"formula": "C3H2ClNOS", "method": "ωB97M-V/def2-TZVPD", "largest_force_ev_per_a": 5.56, "homo_energy_ev": -8.34, "homo_lumo_gap_ev": 8.70, "smiles": "S=c1[nH]c(Cl)co1", "e_lumo_ev": 0.37, "de_lowest_kcal_mol": 35.5, "species": ["S", "C", "N", "C", "Cl", "C", "O", "H", "H"], "xyz": [[1.04154, -2.66330, -0.31382], [0.60535, -1.01529, 0.09768], [0.58707, 0.07997, -0.57832], [-0.45429, 1.03432, -0.04174], [-0.80043, 2.63795, -0.47215], [-0.91792, 0.40368, 1.08270], [-0.33443, -0.79870, 1.15657], [1.49042, 0.35514, -1.09301], [-1.38053, 0.70594, 2.10455]]}


Entry 3:
{"formula": "C7H12N", "method": "ωB97M-V/def2-TZVPD", "total_charge": 1, "largest_force_ev_per_a": 4.53, "homo_energy_ev": -11.87, "homo_lumo_gap_ev": 8.57, "smiles": "C[NH+](C)[C@]12C=C[C@@H]1C2", "e_lumo_ev": -3.30, "de_lowest_kcal_mol": 118.8, "species": ["C", "N", "C", "C", "C", "C", "C", "C", "H", "H", "H", "H", "H", "H", "H", "H", "H", "H", "H", "H"], "xyz": [[1.38096, 1.07281, -0.91608], [0.95025, -0.17798, -0.26350], [1.81841, -0.48297, 0.90019], [-0.38981, -0.37957, 0.14303], [-1.05822, 0.60022, 1.09786], [-2.23346, 0.72024, 0.53416], [-1.94415, -0.04087, -0.72501], [-1.39335, -1.37652, -0.34318], [1.25710, 2.07548, -0.32275], [2.50723, 0.89659, -1.32449], [0.67559, 1.15921, -1.80461], [1.12271, -1.04499, -0.86890], [1.37109, -0.05542, 1.90717], [1.81033, -1.63865, 1.12396], [2.93670, -0.19429, 0.70000], [-0.54752, 1.07917, 1.93907], [-3.06660, 1.43256, 0.64995], [-2.09789, 0.32087, -1.72550], [-2.01108, -1.86346, 0.38891], [-1.08830, -2.10243, -1.09026]]}


Entry 4:
{"formula": "C40H39CaN5O10", "method": "ωB97M-V/def2-TZVPD", "largest_force_ev_per_a": 0.51, "homo_energy_ev": -7.68, "homo_lumo_gap_ev": 7.34, "e_lumo_ev": -0.34, "de_lowest_kcal_mol": 0.0, "species": ["Ca", "O", "C", "O", "C", "C", "C", "C", "C", "O", "C", "C", "O", "O", "H", "H", "H", "H", "H", "H", "H", "H", "O", "C", "O", "C", "C", "C", "C", "C", "C", "N", "C", "C", "C", "C", "C", "C", "N", "H", "H", "H", "H", "H", "H", "H", "H", "H", "H", "N", "C", "N", "C", "C", "O", "C", "C", "H", "H", "H", "H", "H", "H", "H", "H", "C", "O", "C", "C", "C", "C", "C", "C", "N", "C", "C", "C", "C", "C", "C", "C", "O", "H", "H", "H", "H", "H", "H", "H", "H", "H", "H", "H", "H", "H"], "xyz": [[1.95407, 1.30076, 0.50529], [2.89221, 0.85860, -1.79092], [1.66462, 0.81717, -2.07018], [0.84382, 1.66328, -1.61116], [1.15643, -0.32105, -2.93696], [-0.35372, -0.29202, -3.20910], [-0.67245, -1.23259, -4.38332], [-0.54441, -2.61927, -3.69888], [-0.14990, -2.20004, -2.27533], [-0.89804, -1.00033, -2.09045], [1.31998, -1.72111, -2.26453], [1.85309, -1.75506, -0.83031], [2.65816, -2.64423, -0.51437], [1.41387, -0.86147, -0.03757], [1.73552, -0.28879, -3.86290], [-0.78521, 0.70340, -3.25707], [-1.68317, -1.06129, -4.75164], [0.01896, -1.10118, -5.21626], [-1.50123, -3.14131, -3.68683], [0.19522, -3.26980, -4.16436], [-0.39301, -2.91397, -1.48998], [1.94376, -2.38233, -2.86386], [-1.19173, -2.92666, 6.69059], [-1.27142, -2.91213, 5.34539], [-2.20453, -3.43054, 4.78839], [-0.15346, -2.26250, 4.60866], [0.24845, -2.81462, 3.39428], [1.24030, -2.20994, 2.64370], [1.81621, -1.02288, 3.10131], [1.38700, -0.44852, 4.29464], [0.42341, -1.07728, 5.05987], [2.80374, -0.33003, 2.37426], [3.63610, -1.02370, 1.71245], [4.62739, -0.38276, 0.82529], [5.56372, -1.17170, 0.17478], [6.48893, -0.55280, -0.64767], [6.43218, 0.82083, -0.79878], [5.42853, 1.52083, -0.14629], [4.54127, 0.94040, 0.64901], [-0.33466, -2.58301, 6.97157], [-0.22567, -3.72209, 3.04283], [1.54357, -2.61177, 1.68542], [1.81240, 0.49849, 4.59812], [0.08020, -0.61125, 5.97682], [3.67910, -2.11036, 1.76582], [5.53591, -2.24576, 0.29606], [7.23458, -1.13548, -1.17217], [7.13242, 1.34582, -1.43361], [5.31877, 2.59094, -0.27776], [2.48289, 3.75052, 0.37157], [2.36920, 4.26548, -0.66224], [2.26198, 4.89902, -1.79970], [3.17486, 4.60124, -2.91558], [2.46821, 3.72047, -3.93012], [1.24915, 4.32435, -4.34193], [0.34773, 4.45741, -3.24976], [0.94191, 5.39416, -2.21375], [4.07334, 4.12532, -2.52763], [3.44336, 5.55658, -3.37287], [2.27313, 2.74396, -3.48574], [3.08022, 3.60541, -4.82348], [0.14291, 3.47555, -2.81081], [-0.56986, 4.88729, -3.65187], [0.30379, 5.47987, -1.33602], [1.07569, 6.38856, -2.64641], [-6.31939, -1.89341, 3.84295], [-5.04614, -1.73707, 3.24021], [-4.91141, -2.13585, 1.95281], [-5.94494, -2.60264, 1.15002], [-5.68850, -2.94408, -0.17344], [-4.41627, -2.83228, -0.70815], [-3.38067, -2.37667, 0.09513], [-3.62751, -2.03090, 1.40932], [-2.55809, -1.54777, 2.22544], [-1.90980, -0.41227, 2.06088], [-2.18673, 0.65902, 1.20920], [-3.40155, 0.84462, 0.47786], [-3.59126, 1.92946, -0.31344], [-2.55876, 2.90052, -0.42258], [-1.39498, 2.77418, 0.25955], [-1.13344, 1.64318, 1.10662], [-0.02888, 1.54828, 1.72000], [-6.63118, -2.94025, 3.83476], [-7.07205, -1.28112, 3.34045], [-6.20693, -1.55758, 4.86929], [-6.94710, -2.69448, 1.54170], [-6.50404, -3.29950, -0.78981], [-4.22719, -3.09146, -1.74035], [-2.37853, -2.24978, -0.29772], [-2.26139, -2.16893, 2.97383], [-1.01914, -0.30580, 2.67516], [-4.19544, 0.11901, 0.56652], [-4.51772, 2.05939, -0.85512], [-2.70981, 3.76331, -1.06202], [-0.61091, 3.51678, 0.18498]]}


Entry 5:
{"formula": "C6H5O6Re", "method": "ωB97M-V/def2-TZVPD", "total_charge": 3, "largest_force_ev_per_a": 9.89, "spin_multiplicity": 4, "homo_energy_ev": [-24.18, -24.36], "homo_lumo_gap_ev": [9.07, 5.87], "e_lumo_ev": [-15.11, -18.50], "de_lowest_kcal_mol": 25.9, "species": ["O", "C", "Re", "O", "C", "C", "O", "C", "O", "C", "O", "H", "C", "O", "H", "H", "H", "H"], "xyz": [[-4.26583, -0.41739, 0.20266], [-3.23049, 0.07100, 0.11490], [-0.34594, 0.05473, -0.09602], [-2.19130, -2.28749, -1.13920], [-1.50003, -1.44390, -0.73254], [1.23843, -0.46417, -1.17670], [2.16058, -0.78719, -1.81488], [0.57599, 1.42895, 1.05186], [1.15299, 2.20202, 1.70046], [-0.85699, 1.24360, -1.50817], [-1.14102, 1.95254, -2.39565], [-1.26900, 0.90015, 1.07148], [1.52238, -1.25206, 2.38869], [0.34786, -1.46487, 1.56560], [1.29419, -0.39479, 3.02055], [2.38129, -1.01239, 1.74834], [1.69216, -2.13578, 3.00397], [0.00487, -2.36961, 1.71362]]}


Entry 6:
{"formula": "H4N3O4S", "method": "ωB97M-V/def2-TZVPD", "total_charge": -1, "largest_force_ev_per_a": 5.95, "homo_energy_ev": -5.41, "homo_lumo_gap_ev": 9.38, "e_lumo_ev": 3.97, "de_lowest_kcal_mol": 0.0, "species": ["N", "N", "N", "O", "O", "O", "O", "S", "H", "H", "H", "H"], "xyz": [[0.90046, -0.36541, -0.03466], [3.05606, 0.37105, -0.50103], [2.22457, -0.43226, 0.04728], [-1.37017, 0.67197, -1.26992], [-3.47537, 0.17478, -0.20684], [-1.51717, 1.07578, 1.08822], [-1.59169, -1.28766, 0.21085], [-2.07086, 0.03876, -0.10518], [0.32238, -1.05836, 0.39136], [0.37184, 0.11611, -0.77274], [3.93838, 0.17166, -0.18353], [-0.78843, 0.52360, 1.33619]]}


Entry 7:
{"formula": "C5H4F2N3O", "method": "ωB97M-V/def2-TZVPD", "total_charge": 1, "largest_force_ev_per_a": 3.48, "homo_energy_ev": -14.28, "homo_lumo_gap_ev": 9.02, "smiles": "FC(F)OC1=[NH+]C=N[C@H]2N=C12", "e_lumo_ev": -5.26, "species": ["F", "C", "F", "O", "C", "N", "C", "N", "C", "N", "C", "H", "H", "H", "H"], "xyz": [[-1.51289, -1.09517, 2.07690], [-1.18137, 0.19875, 2.32306], [0.10684, 0.14645, 2.73959], [-1.29707, 0.92397, 1.15083], [-0.74789, 0.42374, 0.02973], [0.37670, -0.41510, 0.02519], [1.07055, -0.52506, -1.12954], [0.90855, 0.33904, -2.13909], [-0.20249, 0.88804, -2.49606], [-1.41582, 0.16146, -2.37847], [-1.43432, 0.35844, -1.16047], [-1.81255, 0.72989, 3.23667], [0.73957, -0.68232, 1.04776], [2.03713, -1.11837, -1.06029], [-0.20615, 1.85911, -2.95577]]}


Entry 8:
{"formula": "C6H13N3", "method": "ωB97M-V/def2-TZVPD", "largest_force_ev_per_a": 2.13, "homo_energy_ev": -9.21, "homo_lumo_gap_ev": 10.25, "e_lumo_ev": 1.04, "de_lowest_kcal_mol": 155.0, "species": ["C", "C", "N", "C", "C", "H", "H", "H", "H", "H", "H", "H", "H", "H", "C", "C", "N", "N", "H", "H", "H", "H"], "xyz": [[-1.08665, -0.28252, -2.04475], [-1.58742, -0.74715, 0.18139], [-0.80726, -0.11674, -0.83596], [1.85254, -1.23787, 0.23557], [2.18856, -2.26327, -0.27683], [1.54023, -0.33666, 0.67532], [0.42195, -3.07315, -3.13883], [-0.47609, 0.20636, -2.78959], [-1.91978, -0.89675, -2.40950], [-0.93302, -1.43367, 0.72234], [-2.45733, -1.29614, -0.20339], [-1.91500, 0.02124, 0.88210], [0.43573, -2.49016, -2.62201], [2.49137, -3.16626, -0.72009], [1.20800, 1.32740, 2.62198], [-0.60652, 2.94094, 0.42153], [0.06426, 1.72230, 2.26295], [-0.30258, 2.76314, 1.63276], [2.14002, 1.78869, 2.30280], [-1.04804, 3.88758, 0.15717], [1.25807, 0.49011, 3.29801], [-0.46105, 2.19257, -0.35294]]}


Entry 9:
{"formula": "C4H3NO2", "method": "ωB97M-V/def2-TZVPD", "largest_force_ev_per_a": 0.98, "homo_energy_ev": -9.87, "homo_lumo_gap_ev": 9.90, "smiles": "O=Cc1ncco1", "e_lumo_ev": 0.03, "de_lowest_kcal_mol": 38.9, "species": ["O", "C", "C", "N", "C", "C", "O", "H", "H", "H"], "xyz": [[-0.98723, -2.21390, -1.33569], [-0.55665, -1.10929, -1.54446], [0.28635, -0.39906, -0.54224], [0.99410, 0.68798, -0.54053], [0.82054, 1.19370, 0.73721], [-0.01728, 0.38438, 1.42609], [-0.34572, -0.64976, 0.64657], [-0.95497, -0.44563, -2.32663], [1.24419, 2.12297, 1.08570], [-0.48335, 0.42862, 2.39397]]}


Entry 10:
{"formula": "C16H32AlINO3S2", "method": "ωB97M-V/def2-TZVPD", "total_charge": -1, "largest_force_ev_per_a": 0.91, "homo_energy_ev": -5.15, "homo_lumo_gap_ev": 7.59, "e_lumo_ev": 2.45, "species": ["C", "C", "O", "C", "C", "O", "Al", "C", "C", "C", "S", "C", "S", "N", "C", "C", "C", "C", "O", "C", "C", "C", "C", "I", "H", "H", "H", "H", "H", "H", "H", "H", "H", "H", "H", "H", "H", "H", "H", "H", "H", "H", "H", "H", "H", "H", "H", "H", "H", "H", "H", "H", "H", "H", "H", "H"], "xyz": [[1.55334, -4.19873, 1.76510], [2.76208, -4.42087, 0.86816], [3.25244, -3.22144, 0.31052], [2.62510, -2.88195, -0.90829], [2.97218, -1.43593, -1.34974], [3.33774, -0.59190, -0.30645], [1.80034, -0.06841, 0.48552], [1.65976, 1.83246, 1.11100], [0.35979, 2.04601, 1.93710], [-0.43986, 3.30278, 1.59037], [-1.51855, 3.33452, 0.11667], [-2.92574, 2.39094, 0.64358], [-4.43551, 3.00064, 0.49125], [-2.60793, 1.12290, 1.08969], [-2.14915, 0.21448, 0.02120], [-3.20532, -0.13257, -1.02009], [-3.47415, 0.48276, 2.08248], [-3.94926, 1.39756, 3.20445], [0.85328, -0.38376, -1.02551], [1.72365, -0.83668, -2.03731], [2.11847, 0.31686, -2.95682], [0.99284, 1.03584, -3.69838], [0.25455, 2.07963, -2.85366], [-0.42402, -0.34092, -4.59968], [0.71090, -3.78811, 1.20900], [1.24748, -5.14799, 2.21623], [1.80089, -3.49403, 2.55684], [3.58065, -4.85978, 1.44695], [2.51259, -5.14226, 0.07388], [1.53508, -2.99109, -0.82198], [2.98210, -3.57545, -1.68629], [3.77275, -1.52525, -2.10300], [1.42655, -1.01942, 1.73497], [1.73913, 2.56592, 0.29977], [2.50788, 2.01657, 1.78047], [0.63150, 2.16262, 2.99206], [-0.29941, 1.17739, 1.90086], [0.26321, 4.10543, 1.34954], [-1.05114, 3.65368, 2.42514], [-1.27958, 0.65931, -0.45716], [-1.76845, -0.68222, 0.51454], [-3.31021, 0.66144, -1.76111], [-2.89477, -1.03674, -1.54477], [-4.19203, -0.29661, -0.58249], [-2.84592, -0.29882, 2.52009], [-4.32450, -0.02784, 1.61418], [-4.09762, 0.80844, 4.11124], [-4.88490, 1.89487, 2.96514], [-3.20972, 2.17309, 3.40886], [1.22758, -1.61963, -2.63279], [2.85702, -0.03981, -3.68260], [2.59453, 1.06570, -2.31370], [1.41388, 1.50613, -4.58221], [0.58352, 2.01904, -1.82009], [0.45918, 3.08187, -3.23915], [-0.82421, 1.94935, -2.85361]]}


Entry 11:
{"formula": "O4P", "method": "ωB97M-V/def2-TZVPD", "total_charge": -1, "largest_force_ev_per_a": 5.50, "homo_energy_ev": -4.82, "homo_lumo_gap_ev": 8.74, "e_lumo_ev": 3.92, "de_lowest_kcal_mol": 97.9, "species": ["O", "O", "O", "O", "P"], "xyz": [[-2.21848, 0.26206, 0.01057], [0.44357, -1.67526, -0.03762], [0.86414, 0.79922, 0.74123], [0.86874, 0.82425, -0.73474], [-0.08349, -0.30401, -0.01967]]}


Entry 12:
{"formula": "C4H14N3", "method": "ωB97M-V/def2-TZVPD", "total_charge": 1, "largest_force_ev_per_a": 3.37, "homo_energy_ev": -14.49, "homo_lumo_gap_ev": 11.53, "e_lumo_ev": -2.96, "de_lowest_kcal_mol": 21.3, "species": ["C", "C", "N", "N", "N", "H", "H", "H", "H", "H", "H", "H", "H", "C", "C", "H", "H", "H", "H", "H", "H"], "xyz": [[2.49821, 0.26032, 0.91888], [0.50076, 1.08847, -0.18506], [1.22598, 0.06172, 0.23949], [0.54078, 2.26644, 0.43853], [-0.33527, 0.96538, -1.21721], [0.96920, -0.87931, -0.05120], [1.14266, 2.42380, 1.22977], [0.05252, 3.05671, 0.04361], [-0.33740, 0.02710, -1.59006], [-0.68650, 1.62333, -1.87141], [3.14984, 0.95411, 0.38762], [3.03683, -0.54155, 1.39953], [2.25975, 0.84747, 1.83464], [-2.44381, -1.75313, 0.47934], [-1.77116, -2.45367, -0.70034], [-3.23878, -2.43686, 0.80675], [-1.81541, -1.59048, 1.34192], [-3.08814, -0.93596, 0.15272], [-2.48721, -2.58156, -1.50925], [-0.92255, -1.93824, -1.19747], [-1.17476, -3.34929, -0.49116]]}